(1)
{"formula": "C5H12O", "method": "the ωB97M-V functional and the def2-TZVPD basis", "species": ["C", "C", "C", "O", "C", "C", "H", "H", "H", "H", "H", "H", "H", "H", "H", "H", "H", "H"], "xyz": [[-2.5744, -0.1900, 0.1325], [-1.4245, 0.1974, -0.7198], [0.1839, 0.3938, 0.4946], [0.0917, -0.3699, 1.6747], [1.3271, -0.0924, -0.4035], [2.7172, 0.2666, 0.0761], [-3.4406, -0.5485, -0.4735], [-2.1870, -0.9716, 0.7673], [-2.7786, 0.6675, 0.7684], [-1.3158, -0.6267, -1.4045], [-1.8441, 1.0130, -1.3392], [-0.4544, 1.3291, 0.3023], [0.1570, -1.3274, 1.4470], [1.2907, -1.1930, -0.5310], [1.1022, 0.3941, -1.3458], [3.4498, -0.0863, -0.6451], [2.7598, 1.3509, 0.1660], [2.9397, -0.2065, 1.0333]], "forces_ev_per_angstrom": [[-0.03, -0.16, 0.57], [0.15, -1.08, -0.18], [-2.73, -1.00, -2.56], [-0.73, 0.48, -0.92], [-0.86, 0.65, 0.28], [-0.17, 0.13, 0.10], [0.46, 0.42, 0.70], [-0.55, -0.57, 0.50], [-0.79, -0.10, 0.23], [0.92, -0.39, -0.47], [1.39, 0.51, 0.27], [2.47, -0.44, 1.84], [0.01, 1.03, 0.05], [-0.43, 0.42, -0.06], [0.32, -0.20, -0.50], [0.17, 0.12, -0.06], [0.39, 0.01, 0.14], [-0.01, 0.17, 0.05]], "lowdin_charge": [-0.19, -0.20, -0.24, -0.04, -0.27, -0.11, 0.09, 0.05, 0.07, 0.07, 0.09, 0.13, 0.11, 0.12, 0.10, 0.07, 0.08, 0.07], "e_lumo_ev": 0.98, "gap_ha": 0.345, "e_tot_ha": -272.81962, "mol_weight_da": 88.150}


(2)
{"formula": "C11H13NOS", "method": "the ωB97M-V functional and the def2-TZVPD basis", "species": ["C", "C", "C", "C", "C", "C", "C", "C", "C", "C", "C", "N", "O", "S", "H", "H", "H", "H", "H", "H", "H", "H", "H", "H", "H", "H", "H"], "xyz": [[-3.6672, -0.1235, 0.5193], [-3.3472, 0.7442, -0.4666], [-2.6823, -0.7347, 1.2536], [-2.0051, 1.1072, -0.6473], [-1.3462, -0.3512, 1.1529], [-0.9292, 0.5626, 0.1752], [-0.1888, -0.8344, 2.0230], [0.5627, 1.0122, 0.1434], [1.6005, -0.2731, -0.1016], [1.5482, -0.7354, -1.5314], [2.9866, 0.3331, 0.2009], [0.7941, 1.6886, 1.3934], [0.8057, 2.8811, 1.4113], [1.0053, -1.6476, 0.9100], [-4.7812, -0.4055, 0.7076], [-4.0646, 1.2196, -1.1970], [-3.0143, -1.5426, 1.9265], [-1.7971, 1.7274, -1.5247], [0.3243, 0.0706, 2.3904], [-0.4953, -1.6048, 2.9173], [0.6670, 1.5841, -0.7972], [2.1199, -1.6559, -1.5968], [2.1387, -0.0398, -2.1157], [0.6167, -0.9368, -1.9018], [3.6382, -0.0763, -0.5736], [3.3444, -0.0774, 1.2153], [3.0297, 1.3506, 0.1369]], "forces_ev_per_angstrom": [[-3.06, -1.46, 0.72], [0.86, 2.08, -2.07], [0.08, -0.73, 1.05], [1.62, -0.75, 0.18], [0.98, -0.06, 0.32], [-2.10, 1.01, -0.47], [-1.06, -1.40, 1.39], [-1.22, -2.11, -3.12], [-1.78, 2.61, 1.30], [2.71, 0.39, 0.72], [0.53, -4.74, 1.48], [0.61, 0.22, 1.07], [-0.02, 0.23, -0.73], [0.44, -0.82, 0.59], [2.18, 0.43, -0.39], [0.59, -0.75, 1.19], [0.54, 0.58, -0.06], [0.26, 0.05, 0.51], [-0.44, -0.94, 0.55], [0.81, 1.96, -2.36], [0.20, 0.55, 0.71], [0.10, -0.36, 0.07], [-0.34, 0.34, -0.55], [-2.51, -0.20, -0.94], [0.41, 0.07, 0.29], [-0.36, 1.02, -1.49], [-0.04, 2.77, 0.03]], "lowdin_charge": [-0.12, -0.12, -0.05, -0.01, -0.26, -0.13, -0.40, -0.24, -0.72, -0.12, -0.07, -0.04, 0.07, 0.93, 0.14, 0.12, 0.12, 0.11, 0.05, 0.14, 0.15, 0.08, 0.09, 0.05, 0.08, 0.11, 0.04], "e_lumo_ev": -0.28, "smiles": "CC1(C)SCc2ccccc2[C@H]1N=O", "gap_ha": 0.304, "e_tot_ha": -955.00477, "mol_weight_da": 207.298}


(3)
{"formula": "C5H15NO2", "method": "the ωB97M-V functional and the def2-TZVPD basis", "species": ["C", "C", "C", "C", "C", "N", "H", "H", "H", "H", "H", "H", "H", "H", "H", "H", "H", "H", "H", "O", "H", "H", "O"], "xyz": [[-0.1885, 1.6055, 0.6025], [-1.1866, 0.5193, 1.0537], [-1.4392, -0.6003, 0.0802], [-0.8867, -1.7981, 0.2388], [-2.5163, -0.2751, -0.9475], [0.9804, 1.7200, 1.4554], [0.0798, 1.5877, -0.4529], [-0.5833, 2.6346, 0.5749], [-0.7809, 0.0692, 1.9666], [-2.0757, 1.0021, 1.4627], [-1.1001, -2.5511, -0.5170], [-0.0802, -2.1279, 0.8721], [-2.3646, -0.8548, -1.8463], [-2.5220, 0.7992, -1.1376], [-3.4841, -0.4350, -0.4642], [0.9149, 1.7890, 2.4642], [1.6840, 1.0033, 1.3646], [1.4111, 0.7409, -2.4730], [0.6278, -0.4157, -2.8373], [1.5307, -0.2416, -2.5425], [3.3436, -0.4431, 0.5297], [2.2797, -1.2307, -0.2647], [2.6074, -1.0274, 0.6320]], "forces_ev_per_angstrom": [[-0.03, 1.21, 0.76], [0.53, -0.10, 0.79], [-0.72, 0.60, 0.76], [0.11, -0.47, -1.64], [0.60, 0.08, 0.96], [1.70, 0.08, -0.10], [0.53, -0.96, -0.02], [-0.71, -0.38, 0.56], [0.32, 0.04, -0.23], [-0.50, -0.09, -0.61], [-0.23, -0.05, -0.01], [-0.08, 0.58, 0.71], [-0.41, -0.09, -0.30], [0.26, -0.02, -0.38], [-0.06, -0.38, -0.31], [-1.14, 0.34, -0.25], [-0.23, -0.43, -0.70], [0.85, -1.04, 0.17], [0.04, -0.79, 0.00], [-0.83, 1.78, -0.05], [0.72, 0.45, -0.32], [0.25, 0.35, 0.43], [-0.96, -0.72, -0.22]], "lowdin_charge": [-0.27, -0.17, -0.38, 0.04, -0.06, -0.02, 0.09, 0.10, 0.11, 0.11, 0.06, 0.06, 0.07, 0.07, 0.09, 0.07, 0.03, 0.06, 0.03, -0.07, 0.02, 0.03, -0.06], "e_lumo_ev": 0.55, "smiles": "C=C(C)CCN.O.O", "gap_ha": 0.339, "e_tot_ha": -404.68808, "mol_weight_da": 121.180}